Entry 1:
# C6H15ClN2Si

C6H15ClN2Si in the gas phase in a non-equilibrium geometry (ωB97M-V/def2-TZVPD, the Open Molecules 2025 dataset).

```
25
Properties=species:S:1:pos:R:3:nbo_charge:R:1
C 2.847 0.447 1.598 -0.3218
C 1.530 0.413 1.473 -0.7057
C -0.903 -2.511 -0.523 -0.4000
C -1.431 -1.307 1.488 -0.3908
C 0.620 2.378 -1.118 -0.3982
C -1.439 1.180 -1.422 -0.3920
N -0.558 -1.410 0.346 -0.8996
N -0.136 1.188 -0.796 -0.8949
Si 0.574 -0.179 -0.035 1.9687
Cl 2.000 -1.242 -1.382 -0.4692
H 3.329 0.807 2.493 0.1912
H 3.497 0.106 0.811 0.2018
H 0.934 0.774 2.303 0.2186
H -0.880 -3.450 0.037 0.1848
H -1.909 -2.386 -0.945 0.1703
H -0.190 -2.572 -1.337 0.2255
H -1.418 -2.243 2.059 0.1885
H -1.104 -0.500 2.136 0.1988
H -2.465 -1.112 1.181 0.1763
H 0.711 2.492 -2.206 0.1835
H 0.114 3.265 -0.719 0.1839
H 1.619 2.313 -0.689 0.2111
H -1.951 0.250 -1.199 0.2054
H -2.037 2.015 -1.044 0.1834
H -1.352 1.283 -2.508 0.1804
```

The SMILES is C=C[Si](Cl)(N(C)C)N(C)C. Its total energy is -29847.599 eV. For the LUMO energy, the calculation gives 0.031 Ha. The HOMO energy comes out at -8.826 eV. The value obtained for the HOMO-LUMO gap is 9.660 eV.

=====

Entry 2:
# C6H15ClO4PZn

A molecular structure, C6H15ClO4PZn in a non-equilibrium geometry (ωB97M-V/def2-TZVPD, the Open Molecules 2025 dataset).

```
28
Properties=species:S:1:pos:R:3:nbo_charge:R:1
Zn 3.553 -0.937 -1.654 0.8167
Cl 2.490 -0.619 -3.740 -0.8186
C 1.489 1.438 2.790 -0.6363
C 1.869 2.142 1.499 -0.0532
O 0.880 1.944 0.484 -0.7999
P 0.592 0.559 -0.262 2.6174
O 1.739 -0.235 -0.696 -1.2128
O -0.391 -0.167 0.864 -0.8051
C -0.492 -1.571 0.979 -0.0660
C -1.900 -1.969 1.430 -0.6234
O -0.405 1.004 -1.456 -0.8025
C -0.725 0.254 -2.615 -0.0557
C -2.268 -0.018 -2.484 -0.6240
H 1.284 0.392 2.560 0.2147
H 2.315 1.488 3.499 0.2190
H 0.593 1.819 3.280 0.2188
H 1.936 3.221 1.642 0.1991
H 2.824 1.738 1.165 0.1852
H -0.177 -2.117 0.090 0.1831
H 0.193 -1.983 1.720 0.1714
H -2.591 -1.739 0.620 0.2070
H -1.950 -3.047 1.584 0.2187
H -2.216 -1.378 2.289 0.2192
H -0.472 0.803 -3.523 0.2004
H -0.284 -0.740 -2.687 0.2008
H -2.351 -0.812 -1.743 0.1970
H -2.878 0.830 -2.171 0.2163
H -2.655 -0.300 -3.463 0.2129
```

As for the spin multiplicity: 2. Its total energy is -84887.080 eV. For the LUMO energy (alpha / beta), the calculation gives 0.018 / -0.036 Ha. The HOMO energy (alpha / beta) comes out at -7.512 / -9.514 eV. As for the expectation value of S²: 0.75. The value obtained for the HOMO-LUMO gap (alpha / beta) is 8.011 / 8.546 eV.

=====

Entry 3:
# C6H15IN

A molecular structure, C6H15IN in a non-equilibrium geometry (ωB97M-V/def2-TZVPD, the Open Molecules 2025 dataset).

```
23
Properties=species:S:1:pos:R:3:nbo_charge:R:1
C -1.515 1.977 -0.003 -0.5950
C 1.861 0.155 -0.603 -0.6953
C -0.678 -1.812 -0.930 -0.7025
C -1.419 0.633 -0.795 -0.4760
C 0.902 0.120 0.467 -0.0001
C -0.825 -0.572 -0.034 -0.0432
N 1.516 -0.646 1.773 -0.7745
I -1.852 -0.857 1.848 0.1577
H -0.619 2.174 0.470 0.1801
H -1.805 2.684 -0.727 0.2361
H -2.282 1.953 0.740 0.2247
H 2.806 0.328 -0.165 0.2312
H 1.672 0.925 -1.353 0.2666
H 1.955 -0.762 -1.091 0.2281
H -0.184 -2.723 -0.505 0.2357
H -1.803 -2.153 -1.183 0.2552
H -0.214 -1.575 -1.849 0.2329
H -2.276 0.465 -1.419 0.2483
H -0.527 0.758 -1.527 0.2044
H 0.611 1.128 0.779 0.2140
H 1.846 0.173 2.356 0.4569
H 2.175 -1.410 1.438 0.4612
H 0.656 -0.962 2.311 0.4533
```

Its total energy is -16047.628 eV. For the LUMO energy, the calculation gives -0.126 Ha. The HOMO energy comes out at -13.323 eV. The value obtained for the HOMO-LUMO gap is 9.903 eV. Its energy above the lowest of the compared OMol25 structures with the same formula, charge and spin is 0.000 eV. As for the net charge: +1.

=====

Entry 4:
# C6H15IN3

A gas-phase ion, C6H15IN3 (charge +1) in a non-equilibrium geometry (ωB97M-V/def2-TZVPD, the Open Molecules 2025 dataset).

```
25
Properties=species:S:1:pos:R:3:nbo_charge:R:1
C -1.378 -1.721 0.575 -0.4392
C -0.695 -1.952 -0.812 -0.2418
C -1.102 -0.299 0.951 -0.2203
C 1.116 -0.207 -0.348 0.4267
C 0.842 2.003 -1.586 -0.3939
C 0.593 1.287 1.693 -0.4331
N 0.720 -1.855 -0.499 -0.6431
N 0.677 0.530 -1.355 -0.7179
N 0.346 -0.004 1.005 -0.4255
I 3.309 -0.255 0.104 0.1065
H -2.508 -1.959 0.411 0.2588
H -0.908 -2.520 1.181 0.2430
H -0.823 -2.896 -1.238 0.2310
H -0.958 -1.191 -1.518 0.1816
H -1.434 0.379 0.251 0.2213
H -1.466 -0.110 1.995 0.2384
H 1.570 2.172 -2.346 0.2260
H -0.047 2.502 -1.756 0.2174
H 1.144 2.301 -0.547 0.1971
H 0.096 2.021 1.242 0.2115
H 0.336 1.396 2.680 0.2451
H 1.734 1.604 1.692 0.2531
H 1.425 -2.162 -1.198 0.3927
H 0.773 0.132 -2.246 0.4102
H 0.781 -0.752 1.543 0.4544
```

The SMILES is CN[C@]1(I)NCCC[N@@H+]1C. Its total energy is -19027.494 eV. For the LUMO energy, the calculation gives -0.123 Ha. The HOMO energy comes out at -13.251 eV. The value obtained for the HOMO-LUMO gap is 9.903 eV. Its energy above the lowest of the compared OMol25 structures with the same formula, charge and spin is 3.525 eV. As for the net charge: +1.

=====

Entry 5:
# C6H15INO2

2 unconnected molecules or ions with the total composition C6H15INO2 in a non-equilibrium geometry (ωB97M-V/def2-TZVPD, the Open Molecules 2025 dataset).

```
25
Properties=species:S:1:pos:R:3:nbo_charge:R:1
I -1.490 5.676 1.996 -0.9998
C 1.806 -0.182 4.437 -0.2416
O 1.804 -0.808 3.167 -0.5647
C 0.575 -0.652 2.400 -0.0708
C 0.809 -0.804 0.849 -0.2355
N -0.348 -0.344 0.117 -0.6202
C -0.189 -0.661 -1.310 -0.2336
C -1.233 -0.041 -2.253 -0.0630
O -0.562 0.358 -3.394 -0.5389
C -1.346 0.433 -4.626 -0.2549
H 2.645 -0.646 4.955 0.1850
H 0.845 -0.367 4.918 0.1609
H 1.915 0.891 4.283 0.1796
H -0.047 0.192 2.698 0.1878
H -0.040 -1.452 2.812 0.1617
H 1.183 -1.811 0.660 0.1954
H 1.570 -0.111 0.491 0.1709
H -0.379 0.664 0.169 0.3671
H 0.005 -1.705 -1.554 0.1842
H 0.760 -0.187 -1.558 0.1680
H -1.561 0.907 -1.826 0.1728
H -2.095 -0.691 -2.406 0.1636
H -0.646 0.233 -5.437 0.1840
H -1.803 1.376 -4.928 0.1742
H -2.177 -0.271 -4.660 0.1675
```

Its total energy is -20150.944 eV. For the LUMO energy, the calculation gives 0.100 Ha. The HOMO energy comes out at -3.292 eV. The value obtained for the HOMO-LUMO gap is 6.008 eV. Its energy above the lowest of the compared OMol25 structures with the same formula, charge and spin is 1.430 eV. As for the net charge: -1.

=====

Entry 6:
# C6H15N

A gas-phase ion, C6H15N (charge -1) in a non-equilibrium geometry (ωB97M-V/def2-TZVPD, the Open Molecules 2025 dataset).

```
22
Properties=species:S:1:pos:R:3:nbo_charge:R:1
C 0.152 0.188 -0.837 -0.3649
N -0.686 1.077 -0.020 -0.6646
C -1.856 0.472 0.608 -0.3774
C -3.107 1.258 0.293 -1.0591
C 0.609 -1.095 -0.156 -0.4753
C 3.108 -0.800 -0.325 -0.6516
C 1.890 -0.766 0.658 -0.4097
H 1.028 0.701 -1.242 0.1721
H -0.421 0.041 -1.778 0.1512
H -0.974 1.882 -0.547 0.3563
H -1.696 0.390 1.690 0.1665
H -1.954 -0.544 0.228 0.1695
H -3.978 0.729 0.725 0.1878
H -3.158 2.179 0.886 0.1935
H -3.467 1.321 -0.738 0.1976
H -0.175 -1.315 0.578 0.2075
H 0.634 -1.937 -0.842 0.2071
H 2.812 -1.414 -1.184 0.1960
H 3.958 -1.361 0.064 0.1972
H 3.321 0.203 -0.706 0.2040
H 1.930 0.227 1.119 0.2102
H 2.028 -1.434 1.524 0.1861
```

As for the spin multiplicity: 2. Its total energy is -7952.873 eV. For the LUMO energy (alpha / beta), the calculation gives 0.137 / 0.133 Ha. The HOMO energy (alpha / beta) comes out at 1.515 / -4.714 eV. As for the expectation value of S²: 0.75. The value obtained for the HOMO-LUMO gap (alpha / beta) is 2.221 / 8.326 eV. Its energy above the lowest of the compared OMol25 structures with the same formula, charge and spin is 0.970 eV. As for the net charge: -1.

=====

Entry 7:
# C6H15N

C6H15N in the gas phase in a non-equilibrium geometry (ωB97M-V/def2-TZVPD, the Open Molecules 2025 dataset).

```
22
Properties=species:S:1:pos:R:3:nbo_charge:R:1
C -0.495 -1.113 0.938 -0.1929
N 0.760 -0.818 0.385 -0.6455
C 0.949 -1.067 -1.016 -0.2002
C 2.426 -0.976 -1.519 -0.6188
C -1.415 -0.013 1.412 -0.4255
C -0.465 2.297 0.265 -0.6211
C -1.686 1.081 0.391 -0.3857
H -1.097 -1.562 0.091 0.1662
H -0.477 -1.791 1.720 0.1767
H 1.113 0.044 0.699 0.3586
H 0.663 -2.101 -1.185 0.1819
H 0.241 -0.514 -1.754 0.1439
H 2.584 -1.895 -2.087 0.2137
H 3.049 -0.884 -0.661 0.2160
H 2.553 -0.076 -2.230 0.2023
H -1.181 0.178 2.469 0.2048
H -2.351 -0.614 1.442 0.2091
H 0.332 1.889 -0.387 0.1978
H -0.881 3.111 -0.353 0.2126
H -0.104 2.503 1.250 0.2064
H -2.620 1.639 0.694 0.2005
H -1.897 0.681 -0.563 0.1995
```

The SMILES is CCCCNCC. Its total energy is -7953.764 eV. For the LUMO energy, the calculation gives 0.041 Ha. The HOMO energy comes out at -8.309 eV. The value obtained for the HOMO-LUMO gap is 9.420 eV. Its energy above the lowest of the compared OMol25 structures with the same formula, charge and spin is 2.003 eV.

=====

Entry 8:
# C6H15N

2 unconnected molecules or ions with the total composition C6H15N in a non-equilibrium geometry (ωB97M-V/def2-TZVPD, the Open Molecules 2025 dataset).

```
22
Properties=species:S:1:pos:R:3:nbo_charge:R:1
C 1.726 1.626 0.535 -0.6125
C 2.448 0.307 0.671 -0.3945
C 1.572 -0.798 1.277 -0.6072
H 0.862 1.578 -0.129 0.1971
H 2.383 2.446 0.232 0.2078
H 1.296 2.032 1.462 0.2000
H 3.359 0.432 1.258 0.1966
H 2.765 0.000 -0.331 0.1904
H 2.143 -1.722 1.346 0.2065
H 1.308 -0.498 2.295 0.1980
H 0.644 -0.927 0.723 0.2121
C -2.675 -1.759 -0.112 -0.6239
C -2.177 -0.365 -0.426 -0.2833
C -1.410 -0.087 -1.482 -0.0069
N -1.066 1.204 -1.899 -0.8139
H -2.210 -2.463 -0.799 0.2074
H -2.467 -1.997 0.930 0.2078
H -3.756 -1.788 -0.256 0.2096
H -2.439 0.458 0.234 0.1855
H -0.938 -0.886 -2.043 0.1831
H -0.141 1.299 -2.295 0.3720
H -1.226 1.909 -1.192 0.3683
```

The SMILES is C/C=C/N.CCC. Its total energy is -7954.767 eV. For the LUMO energy, the calculation gives 0.041 Ha. The HOMO energy comes out at -8.025 eV. The value obtained for the HOMO-LUMO gap is 9.135 eV. Its energy above the lowest of the compared OMol25 structures with the same formula, charge and spin is 0.999 eV.

=====

Q: What is the total energy in the first record?
A: -29847.599 eV